12
Properties=species:S:1:pos:R:3 method="wB97M-V/def2-TZVPD" smiles=Cc1ncnn1O relative_energy_kj_mol=306.7 gap_ev=10.37 largest_force_ha_per_bohr=0.066
C -0.339 0.709 1.591
C -0.128 0.418 0.163
N -0.651 1.040 -0.947
C -0.236 0.341 -1.986
N 0.612 -0.680 -1.608
N 0.566 -0.599 -0.289
O 1.047 -1.692 0.342
H -1.201 1.469 1.845
H -0.621 -0.142 2.228
H 0.543 1.065 2.015
H -0.624 0.494 -3.039
H 1.034 -2.423 -0.313